C3H5ClOS | ωB97M-V/def2-TZVPD

- E_tot (eV) = -28594.86870
- energy relative to the best compared isomer or geometry (same formula, charge and spin) (kcal per mole) = 52.4
- frontier orbital gap (eV) = 9.707
- HOMO level (eV) = -9.02
- spin multiplicity = 1

Last column: Mulliken charge in e.
Cartesian coordinates (Å):
H (0.396986, -1.622058, -1.434062)  0.317
H (-0.088474, -1.880814, 0.205106)  0.315
C (-0.944919, 0.072004, -0.294649)  0.008
H (0.005676, 1.799820, 1.038325)  0.398
O (1.857936, -0.592696, 1.525123)  -0.572
C (0.256006, 1.247093, 0.179286)  -0.711
S (1.575209, -0.172563, 0.154981)  0.410
H (-1.489410, 0.558766, -1.212921)  0.292
H (0.409319, 1.973527, -0.595410)  0.343
C (0.134561, -1.074293, -0.489042)  -0.612
Cl (-2.112895, -0.308791, 0.923268)  -0.186

Force components x, y, z for each atom (eV/Å):
-0.7 1.1 0.4
0.1 0.0 0.3
2.4 2.9 -2.0
0.1 0.1 1.6
0.2 -0.4 0.8
-1.6 -3.6 -1.7
-0.7 1.8 -0.4
1.1 -1.5 1.6
0.3 0.0 -0.8
-0.6 -0.3 -0.1
-0.4 0.0 0.4

=====

C3H5ClS | ωB97M-V/def2-TZVPD

- E_tot (eV) = -26546.87205
- energy relative to the best compared isomer or geometry (same formula, charge and spin) (kcal per mole) = 48.4
- frontier orbital gap (eV) = 8.757
- HOMO level (eV) = -9.36
- spin multiplicity = 1

Last column: Mulliken charge in e.
Cartesian coordinates (Å):
S (0.641045, 0.576138, 0.978736)  -0.019
H (-2.110514, 1.006848, -1.413899)  0.345
H (0.639368, -1.771902, 1.384332)  0.253
C (-1.725005, 1.113814, -0.527458)  -0.529
C (1.353297, -1.151172, 0.753846)  -0.542
H (-2.255842, 1.572558, 0.257695)  0.258
H (1.303596, -1.098609, -0.316420)  0.226
Cl (0.447865, -0.012515, -2.207060)  -0.448
C (-0.500566, 0.769398, -0.243704)  0.198
H (2.206757, -1.004557, 1.333932)  0.259

Force components x, y, z for each atom (eV/Å):
0.2 0.8 0.4
-2.0 -0.2 -4.8
0.9 0.1 -1.6
2.7 0.4 4.1
-3.9 1.2 1.7
-0.9 0.2 1.0
0.7 -1.3 -0.6
-1.0 0.8 1.8
1.3 -1.8 -2.1
2.0 -0.2 0.2

=====

C3H5ClS | ωB97M-V/def2-TZVPD

- E_tot (eV) = -26547.16618
- energy relative to the best compared isomer or geometry (same formula, charge and spin) (kcal per mole) = 41.6
- frontier orbital gap (eV) = 8.545
- HOMO level (eV) = -8.89
- spin multiplicity = 1

Last column: Mulliken charge in e.
Cartesian coordinates (Å):
H (-0.409039, -1.570559, -0.450268)  0.377
S (-2.132813, 0.880904, 1.135645)  -0.245
H (-0.555035, 1.918672, -0.270151)  0.262
H (1.410613, 0.822195, 0.156742)  0.374
C (0.522060, 0.332500, 0.493287)  -0.148
H (-0.265397, -0.308944, -1.572980)  0.404
C (0.228768, -0.979875, -0.923204)  -1.092
C (-0.772259, 1.088530, 0.449293)  -0.145
Cl (0.861738, -0.647098, 1.947042)  -0.173
H (1.111364, -1.536325, -0.965406)  0.386

Force components x, y, z for each atom (eV/Å):
-3.3 -2.4 2.0
-2.6 -0.6 1.5
-0.7 -0.4 0.3
0.3 0.6 0.1
-1.4 -3.7 -1.6
0.3 0.0 -1.6
1.5 4.9 2.7
4.4 1.2 -2.0
-0.1 0.5 -0.3
1.7 0.0 -1.1

=====

C3H5CsO3 | ωB97M-V/def2-TZVPD

- E_tot (eV) = -9879.45658
- energy relative to the best compared isomer or geometry (same formula, charge and spin) (kcal per mole) = 42.1
- frontier orbital gap (eV) = 4.848
- HOMO level (eV) = -5.20
- spin multiplicity = 1

Last column: Mulliken charge in e.
Cartesian coordinates (Å):
H (-1.410400, -1.845995, 0.696770)  0.245
O (1.290209, 1.302107, 0.237077)  -0.532
H (-1.142596, -1.522620, -1.048909)  0.241
O (-0.938825, 1.218478, 0.211152)  -0.339
Cs (5.645843, 1.068850, 0.740925)  0.421
H (-2.535544, 0.422228, -0.826817)  0.242
C (-1.131081, -1.090193, -0.042853)  -0.224
C (0.253410, 0.669376, 0.302063)  0.692
O (0.206687, -0.647384, 0.245562)  -0.314
H (-2.589091, 0.234435, 0.956392)  0.249
C (-1.948631, 0.204196, 0.069576)  -0.238
H (4.300015, -0.013476, -1.540935)  -0.443

Force components x, y, z for each atom (eV/Å):
0.0 0.1 -0.2
-1.5 -0.8 1.0
0.0 0.1 0.2
-1.6 0.4 0.1
-0.5 -0.2 -0.5
0.1 0.0 0.2
0.2 0.0 0.2
3.1 1.6 -1.6
-0.4 -1.4 0.3
0.1 0.0 -0.2
0.0 0.1 0.1
0.4 0.1 0.4

=====

C3H5CsO3 | ωB97M-V/def2-TZVPD

- total charge = +2
- E_tot (eV) = -9865.76154
- energy relative to the best compared isomer or geometry (same formula, charge and spin) (kcal per mole) = 0.0
- frontier orbital gap (eV) = 12.871
- HOMO level (eV) = -19.86
- spin multiplicity = 1

Last column: Mulliken charge in e.
Cartesian coordinates (Å):
H (5.543766, -0.119200, 0.767024)  0.289
C (3.856617, 0.033056, 2.169486)  -0.333
H (5.825940, -0.913145, 2.376378)  0.328
O (2.724960, -0.631006, 1.504337)  -0.215
O (2.310967, -2.649705, 0.596134)  -0.360
C (5.094075, -0.651285, 1.608676)  -0.184
C (2.950942, -1.819605, 1.135346)  0.637
H (3.797120, 1.093487, 1.915634)  0.315
H (3.719665, -0.138141, 3.241361)  0.308
H (5.001898, -2.692356, 0.830586)  0.447
Cs (1.800380, -2.863486, -4.025798)  0.998
O (4.505638, -1.893273, 1.088502)  -0.229

Force components x, y, z for each atom (eV/Å):
-0.1 -0.2 0.2
-0.4 0.0 0.3
-0.1 0.1 -0.2
0.2 0.8 1.0
1.2 0.5 1.2
0.7 0.0 -0.1
-1.0 -1.1 -2.7
0.0 -0.3 0.1
0.1 0.2 -0.2
0.0 0.0 0.2
-0.1 -0.1 -0.2
-0.4 0.0 0.3

=====

C3H5ErLiO4 | ωB97M-V/def2-TZVPD

- total charge = +4
- E_tot (eV) = -39154.74037
- energy relative to the best compared isomer or geometry (same formula, charge and spin) (kcal per mole) = 23.7
- frontier orbital gap (alpha / beta) (eV) = 9.780 / 1.904
- HOMO level (alpha / beta) (eV) = -26.98 / -22.60
- spin multiplicity = 5
- <S²> = 6.01

Last column: Mulliken charge in e.
Cartesian coordinates (Å):
C (0.509423, -0.259793, -0.844323)  0.292
O (-2.148864, -1.277542, 1.032239)  -0.721
C (1.731067, 0.474139, -0.682482)  -1.042
H (1.595609, 1.458062, -1.173475)  0.397
O (-1.972292, -1.254524, -1.147547)  -0.586
O (1.374763, 2.654695, 1.512041)  0.025
H (2.075221, 0.103034, 0.323593)  0.387
O (-0.271383, -0.449789, 0.159367)  -0.150
C (-1.533430, -1.018908, -0.024888)  1.115
H (2.469448, 0.033736, -1.394664)  0.419
H (0.100659, -0.486058, -1.838242)  0.511
Li (-1.749602, -1.220315, 2.909694)  0.959
H (2.052796, 3.353738, 1.444610)  0.442
Er (-4.233416, -2.110474, -0.275923)  1.953

Force components x, y, z for each atom (eV/Å):
-0.4 1.6 -2.1
-1.2 -0.3 1.0
0.6 -3.2 0.5
0.1 0.3 0.8
-0.9 -0.2 0.3
-0.6 -0.5 0.1
0.3 2.1 -0.4
0.0 -0.5 0.8
0.0 -0.5 -1.2
-0.3 0.1 0.0
0.1 -0.3 0.1
0.3 0.1 0.8
0.7 0.9 0.1
1.2 0.4 -0.6

=====

C3H5F | ωB97M-V/def2-TZVPD

- SMILES = C/C=C/F
- E_tot (eV) = -5906.96472
- energy relative to the best compared isomer or geometry (same formula, charge and spin) (kcal per mole) = 38.4
- frontier orbital gap (eV) = 10.475
- HOMO level (eV) = -9.44
- spin multiplicity = 1

Last column: Mulliken charge in e.
Cartesian coordinates (Å):
C (1.093366, -0.727630, -0.895493)  -0.152
H (-0.167017, 0.990886, -0.869074)  0.222
C (0.122119, 0.087519, -0.312467)  -0.138
H (-1.002198, -0.609295, 1.512020)  0.269
H (1.283868, -1.853092, -0.719088)  0.260
H (-1.689184, 0.828827, 0.538084)  0.275
H (-0.373554, 1.146636, 1.771079)  0.236
F (1.625811, -0.243691, -2.094525)  -0.245
C (-0.893212, 0.379840, 1.069463)  -0.728

Force components x, y, z for each atom (eV/Å):
-2.9 0.7 0.8
1.1 -0.4 -0.4
0.4 0.4 0.5
-0.7 0.5 0.4
0.1 2.3 -0.1
-1.3 0.1 0.1
-0.8 -1.5 -1.3
-0.5 -0.9 1.3
4.6 -1.1 -1.4

=====

C3H5F | ωB97M-V/def2-TZVPD

- SMILES = FC1CC1
- E_tot (eV) = -5907.10725
- energy relative to the best compared isomer or geometry (same formula, charge and spin) (kcal per mole) = 35.1
- frontier orbital gap (eV) = 11.788
- HOMO level (eV) = -10.62
- spin multiplicity = 1

Last column: Mulliken charge in e.
Cartesian coordinates (Å):
F (1.116787, -0.006359, 1.673719)  -0.350
H (1.046153, 0.868457, -0.726097)  0.247
C (0.225914, -0.392102, 0.561167)  0.211
H (-1.864478, -0.134216, 0.113392)  0.206
C (0.509609, -0.048424, -0.805051)  -0.592
C (-0.794157, 0.432647, -0.159901)  -0.583
H (-0.063259, -1.371604, 0.946255)  0.299
H (0.730064, -0.810570, -1.518903)  0.283
H (-0.906633, 1.462170, -0.084582)  0.278

Force components x, y, z for each atom (eV/Å):
-1.1 0.4 -1.8
1.1 0.3 -0.9
1.1 -0.1 3.3
2.8 1.4 -1.9
-0.5 -0.2 0.6
-3.1 -3.6 2.1
-0.3 0.2 -0.9
-0.1 0.0 -0.7
0.1 1.6 0.3

=====

The highest spin multiplicity belongs to which entry?
C3H5ErLiO4

=====

spin multiplicity of number 2 (C3H5ClS)?
1